No. 1
# C7H14Si3

One molecule with the formula C7H14Si3 (ωB97M-V/def2-TZVPD, the Open Molecules 2025 dataset).

Energy relative to the best compared isomer or geometry (same formula, charge and spin) = 0.000 eV
SMILES = C[SiH2][Si@H]([SiH3])c1ccccc1
HOMO-LUMO gap = 9.7 eV
LUMO energy = 0.70 eV
Molar mass = 182.45 g/mol
HOMO = -8.975 eV

Last column: natural (NBO) charge in e.
Geometry (Å):
Si 0.779226 -0.872332 -1.911606  0.69
Si 1.830649 2.127032 1.005248  0.43
Si 0.344209 0.874176 -0.363246  0.41
C -2.627164 -1.134002 2.612135  -0.20
C -0.429804 -0.935063 1.730406  -0.22
C -2.150841 0.546947 0.933766  -0.23
C -1.323793 -1.507935 2.608595  -0.22
C -3.030938 -0.009834 1.849418  -0.20
C -0.874136 0.008921 0.852196  -0.38
C -0.934542 -1.281875 -2.690828  -1.07
H 1.864883 -1.111733 -2.704975  -0.17
H -0.604942 1.882379 -1.041929  -0.12
H 3.037297 2.218919 0.105589  -0.12
H -2.221459 1.481365 0.342757  0.22
H 1.976217 1.404398 2.338131  -0.11
H -3.354129 -1.526171 3.337134  0.21
H 1.155360 3.391051 1.217821  -0.13
H -3.949185 0.393604 2.155403  0.21
H 0.875559 -2.211431 -1.180595  -0.15
H -1.448043 -1.622143 -1.743480  0.24
H -1.557620 -0.462929 -3.105707  0.23
H -1.185059 -2.234568 3.351887  0.22
H -0.972528 -2.008878 -3.551879  0.25
H 0.642035 -1.059218 1.657529  0.21

Cartesian forces, eV/Å:
Si -2.7656 -1.4046 1.5063
Si 0.0579 -1.3863 -0.6208
Si -0.9835 0.0954 0.2802
C -1.6290 2.0809 -0.4432
C 0.6922 -0.1185 -0.1674
C 0.0175 0.5277 0.0792
C -0.1381 -0.6027 0.1028
C 0.9767 -0.9262 0.2636
C 0.6357 1.2971 -1.2588
C -0.6824 0.4578 -0.2108
H 2.1854 0.4480 -1.8338
H 0.7279 -0.4888 0.1344
H -0.0824 0.2366 0.7678
H -1.0839 -0.7215 0.5243
H 0.2361 0.3884 -0.7352
H 0.5163 -0.0303 -0.3798
H -0.0443 0.5654 0.0999
H -1.3264 0.7414 -0.3281
H 0.1275 0.7634 0.3608
H 0.1481 -0.0871 -1.3138
H 0.5496 0.0128 0.5096
H 1.4103 -1.0795 0.6749
H 0.3834 0.1765 1.3596
H 0.0707 -0.9461 0.6285

---

No. 2
# C7H15CdO4

C7H15CdO4 as an isolated structure (ωB97M-V/def2-TZVPD, the Open Molecules 2025 dataset).

HOMO-LUMO gap (alpha / beta) = 8.5 / 7.7 eV
LUMO energy (alpha / beta) = 0.74 / -0.52 eV
Molar mass = 275.60 g/mol
Multiplicity = 2
HOMO (alpha / beta) = -7.787 / -8.253 eV
Expectation value of S² = 0.77

Last column: Löwdin spin population.
Geometry (Å):
Cd 1.114957 0.927358 1.444426  0.00
O 1.135658 -0.607683 0.112242  0.00
O 2.975678 1.082088 1.026122  0.00
O -1.329002 1.319159 1.179784  0.10
O -1.062920 -0.465159 -1.799459  0.04
C -0.421551 -1.667179 -1.439504  0.02
C -0.568113 1.867380 2.283183  0.03
C 2.495590 -0.947180 -0.185086  0.00
C 0.169313 -1.637625 -0.042849  0.00
C 3.298905 0.349611 -0.107184  0.00
C -2.404013 -0.367869 -1.473712  0.30
C -2.278573 2.024934 0.501421  0.45
H -0.994275 1.452959 3.216010  0.00
H -1.125655 -2.515159 -1.500103  0.00
H -2.991578 -0.763160 -0.637594  0.00
H 3.103888 0.925885 -1.035940  0.00
H 2.835603 -1.674133 0.571179  0.00
H -2.984747 -0.854323 -2.274979  0.02
H -2.460084 0.837061 -0.624134  -0.01
H -0.635391 2.970810 2.235387  0.00
H 4.369631 0.066526 -0.134774  0.00
H -1.935254 3.014896 0.169931  0.02
H 2.563972 -1.404688 -1.183255  0.00
H -0.611164 -1.445363 0.706218  0.00
H -3.257742 1.951664 0.987908  0.03
H 0.626407 -2.611829 0.187295  0.00
H 0.370453 -1.828974 -2.182537  0.00

Cartesian forces, eV/Å:
Cd -2.0121 2.7206 3.2432
O -0.1111 -1.9116 -1.7466
O 3.0408 -0.2166 -1.0090
O -0.8648 -0.7522 -0.7506
O 0.3081 -0.3308 0.9442
C 0.1591 -0.3821 -0.1006
C -0.2516 0.0932 0.3050
C 0.4165 -0.4295 -0.2041
C -0.3130 -0.3524 0.1526
C 0.3196 0.0524 -0.2652
C -1.3596 1.2157 0.9264
C 0.0713 -0.8383 0.2869
H 0.1004 0.5914 -0.3164
H 0.1966 0.1279 -0.0074
H 1.6104 -1.1803 1.0403
H 0.0261 -0.1259 0.1848
H -0.0570 0.1610 -0.1460
H -0.2879 1.5286 -0.5633
H -0.3660 0.1518 -1.8219
H 0.1666 -0.4828 0.3229
H -0.2440 0.0811 0.0487
H -0.3211 -0.2882 -0.2210
H -0.0616 0.1189 0.2075
H 0.0960 0.0177 -0.2326
H -0.1063 0.2587 -0.3870
H -0.0539 0.1555 -0.0404
H -0.1016 0.0163 0.1497